Version A
7
Properties=species:S:1:pos:R:3 method="wB97M-V/def2-TZVPD" lumo_energy_ha="-0.031 / -0.056" molar_mass_g_mol=208.8 homo_ev="-9.9 / -8.4"
C 0.7363 0.4407 1.4164
N -0.8317 -0.4753 -1.8157
O -1.0343 0.6605 -1.9947
O -1.1696 -1.4453 -2.4035
Cl -0.2126 1.0341 2.6786
Cl 2.3881 0.7823 1.5342
Br 0.1239 -0.9969 0.5848

---

Version B
7
Properties=species:S:1:pos:R:3 method="wB97M-V/def2-TZVPD" lumo_energy_ha="-0.088 / -0.116" molar_mass_g_mol=208.8 homo_ev="-11.0 / -9.7"
C -0.6285 -0.1918 -1.1248
N -0.0488 -0.2894 0.2198
O -0.0431 -1.3295 0.7773
O 0.4092 0.7784 0.6649
Cl -1.4193 -1.3783 -2.0209
Cl -0.7742 1.3989 -1.7545
Br 2.5047 1.0117 3.2382

---

Name the least stable of them. version B.

---

Version A
7
Properties=species:S:1:pos:R:3 method="wB97M-V/def2-TZVPD" lumo_energy_ha="-0.115 / -0.115" molar_mass_g_mol=280.0 homo_ev="-8.1 / -8.1"
C -1.4077 -0.2849 -0.0294
C 0.6044 0.8190 -0.0058
S -2.7622 -1.1046 -0.0509
S -0.4334 0.4139 1.3113
S -0.3153 0.1501 -1.3133
Br 2.2981 -1.9503 0.1550
Br 2.0161 1.9568 -0.0669

---

Version B
7
Properties=species:S:1:pos:R:3 method="wB97M-V/def2-TZVPD" lumo_energy_ha="-0.064 / -0.065" molar_mass_g_mol=280.0 homo_ev="-8.3 / -8.3"
C 1.2208 -0.0835 0.0506
C -0.9829 -0.8782 0.1780
S 2.7293 0.3762 -0.0014
S -0.3577 0.4966 1.0324
S 0.3797 -1.3397 -0.9145
Br -0.1563 2.5116 -0.2841
Br -2.8329 -1.0830 -0.0610

---

Name the least stable of them. version A.